Entry 1:
The following is a quantum chemistry calculation of one molecule with the formula C4H7NO2, from OMol25.

Positions of all 14 atoms, in Å:
C 1.64 -0.58 -0.31
C 0.47 0.38 -0.28
C -1.08 -1.09 -1.23
O -0.55 0.11 -1.29
C -0.19 0.42 1.10
O 0.43 0.14 2.11
N -1.48 0.85 1.12
H 1.32 -1.59 -0.05
H 2.12 -0.59 -1.30
H 2.37 -0.24 0.43
H 0.80 1.39 -0.54
H -1.88 -1.00 -2.02
H -2.00 0.98 0.27
H -1.97 0.82 2.00

Values from the calculation:
F_max: 0.69 eV Å⁻¹
electronic energy: -9844.0065 eV
total charge: 0
frontier orbital gap: 9.40 eV
spin multiplicity: 1
HOMO energy: -8.97 eV

---

Entry 2:
The following is a quantum chemistry calculation of one molecule with the formula C21H30N4OS, from OMol25.

Positions of all 57 atoms, in Å:
C 2.87 1.49 1.22
S 1.82 1.04 -0.19
C 2.92 1.62 -1.52
C 2.06 1.74 -2.79
C 1.43 3.13 -2.84
N 1.09 0.66 -2.68
C 1.62 -0.63 -3.09
C 0.84 -1.73 -2.37
C -0.66 -1.61 -2.69
N -1.44 -2.56 -1.93
N -2.13 -3.50 -2.59
C -2.73 -4.23 -1.67
C -2.44 -3.76 -0.38
C -1.60 -2.68 -0.59
N -1.00 -1.83 0.32
C -1.09 -1.92 1.68
O -1.70 -2.79 2.27
C -0.39 -0.77 2.38
C -1.34 0.43 2.47
C -0.65 1.60 3.11
C -0.18 2.65 2.33
C 0.48 3.72 2.92
C 0.68 3.74 4.29
C 0.22 2.70 5.07
C -0.45 1.64 4.48
C -1.16 -0.18 -2.51
C -0.25 0.82 -3.22
H 3.04 2.57 1.22
H 3.81 0.96 1.16
H 2.34 1.21 2.12
H 3.73 0.89 -1.63
H 3.35 2.58 -1.23
H 2.70 1.62 -3.68
H 0.85 3.27 -3.74
H 0.80 3.29 -1.97
H 2.22 3.88 -2.83
H 1.54 -0.77 -4.18
H 2.67 -0.70 -2.81
H 1.20 -2.71 -2.68
H 1.02 -1.63 -1.30
H -0.81 -1.91 -3.74
H -3.35 -5.05 -1.96
H -2.78 -4.14 0.56
H -0.45 -1.07 -0.05
H -0.11 -1.09 3.38
H 0.51 -0.48 1.83
H -2.21 0.14 3.06
H -1.68 0.70 1.47
H -0.33 2.63 1.26
H 0.84 4.53 2.31
H 1.20 4.57 4.75
H 0.37 2.71 6.14
H -0.82 0.83 5.10
H -1.18 0.09 -1.45
H -2.18 -0.10 -2.90
H -0.27 0.64 -4.31
H -0.61 1.82 -3.02

Values from the calculation:
F_max: 0.86 eV Å⁻¹
SMILES string: CSC[C@H](C)N1CCC(n2nccc2NC(=O)CCc2ccccc2)CC1
electronic energy: -41107.5881 eV
total charge: 0
frontier orbital gap: 8.74 eV
spin multiplicity: 1
HOMO energy: -8.24 eV

---

Entry 3:
The following is a quantum chemistry calculation of a 7-piece molecular cluster, C56H125N6O overall at a distorted geometry, from OMol25.

Positions of all 188 atoms, in Å:
C 2.37 1.64 -1.07
C 1.65 0.65 -0.12
O 2.35 -0.42 0.38
H 3.17 1.30 -1.72
H 2.76 2.50 -0.53
H 1.54 2.02 -1.66
H 0.80 0.22 -0.65
H 1.11 1.32 0.55
C -4.04 5.47 -9.11
C -4.24 4.38 -8.00
C -4.86 4.98 -6.69
N -5.18 3.98 -5.55
C -5.63 4.82 -4.28
C -5.58 4.10 -2.90
C -4.23 3.46 -2.72
C -3.96 2.49 -3.93
C -3.82 3.22 -5.29
C -6.20 2.95 -6.07
H -3.82 5.05 -10.09
H -3.24 6.16 -8.85
H -4.88 6.17 -9.10
H -3.26 3.92 -7.92
H -4.93 3.60 -8.32
H -5.80 5.45 -6.99
H -4.34 5.86 -6.32
H -5.00 5.70 -4.18
H -6.63 5.15 -4.56
H -5.78 4.77 -2.06
H -6.32 3.30 -2.91
H -3.49 4.22 -2.47
H -4.32 2.91 -1.79
H -3.03 1.99 -3.67
H -4.60 1.60 -3.95
H -3.05 4.00 -5.29
H -3.62 2.53 -6.11
H -7.10 3.41 -6.47
H -6.45 2.23 -5.29
H -5.70 2.44 -6.90
C -6.41 11.52 7.19
C -6.00 10.35 6.23
C -4.39 10.34 6.26
N -3.74 9.56 5.15
C -2.18 9.75 5.41
C -1.36 8.84 4.48
C -1.77 7.38 4.52
C -3.28 7.16 4.25
C -4.16 8.04 5.18
C -4.16 10.13 3.74
H -7.45 11.80 7.04
H -5.94 12.44 6.85
H -6.13 11.42 8.24
H -6.32 10.73 5.26
H -6.55 9.44 6.48
H -4.06 9.75 7.11
H -3.96 11.34 6.26
H -2.09 9.46 6.46
H -1.90 10.79 5.26
H -0.30 8.85 4.74
H -1.44 9.19 3.45
H -1.59 6.82 5.43
H -1.28 6.81 3.73
H -3.55 6.12 4.41
H -3.50 7.42 3.21
H -4.05 7.81 6.24
H -5.17 8.05 4.78
H -4.11 11.19 4.01
H -5.17 9.84 3.44
H -3.41 9.81 3.01
C -3.78 -3.23 4.49
C -2.33 -2.91 4.90
C -2.16 -2.94 6.42
N -0.88 -2.25 6.93
C -0.84 -0.78 6.46
C 0.29 0.05 7.17
C 0.10 -0.07 8.74
C 0.06 -1.50 9.16
C -0.95 -2.33 8.47
C 0.34 -3.02 6.40
H -3.86 -2.83 3.48
H -4.58 -2.95 5.18
H -3.99 -4.29 4.31
H -2.24 -1.86 4.61
H -1.54 -3.42 4.35
H -2.08 -3.96 6.80
H -3.07 -2.53 6.85
H -1.82 -0.38 6.72
H -0.72 -0.76 5.38
H 0.22 1.10 6.87
H 1.30 -0.31 6.95
H -0.83 0.42 9.05
H 0.81 0.53 9.33
H -0.20 -1.52 10.22
H 1.08 -1.90 9.16
H -1.98 -2.08 8.73
H -0.68 -3.34 8.76
H 1.18 -2.90 7.09
H 0.48 -2.60 5.40
H 0.11 -4.08 6.52
C -5.63 -10.84 -7.34
C -5.55 -9.47 -6.84
C -5.07 -9.53 -5.32
N -5.04 -8.14 -4.58
C -4.37 -7.15 -5.62
C -3.97 -5.80 -4.96
C -3.06 -6.06 -3.72
C -3.72 -6.89 -2.65
C -4.19 -8.24 -3.31
C -6.43 -7.66 -4.32
H -6.21 -11.01 -8.25
H -5.95 -11.45 -6.50
H -4.61 -11.17 -7.51
H -6.53 -9.01 -6.87
H -4.83 -8.91 -7.44
H -4.04 -9.88 -5.36
H -5.73 -10.18 -4.76
H -3.47 -7.57 -6.06
H -5.01 -6.95 -6.48
H -3.42 -5.31 -5.76
H -4.80 -5.20 -4.59
H -2.13 -6.58 -3.95
H -2.70 -5.16 -3.22
H -3.03 -7.11 -1.83
H -4.56 -6.31 -2.29
H -3.35 -8.84 -3.67
H -4.80 -8.86 -2.65
H -7.00 -8.42 -3.78
H -6.76 -7.59 -5.35
H -6.36 -6.78 -3.69
C 7.44 -2.07 6.07
C 7.70 -0.71 5.44
C 7.91 -0.78 3.83
N 8.35 0.55 3.18
C 8.23 0.35 1.61
C 8.83 1.58 0.90
C 10.35 1.72 1.27
C 10.51 2.00 2.81
C 9.82 0.89 3.56
C 7.33 1.70 3.58
H 8.41 -2.58 6.11
H 6.76 -2.73 5.53
H 7.11 -2.10 7.11
H 8.60 -0.26 5.86
H 6.89 0.00 5.58
H 6.99 -1.03 3.30
H 8.73 -1.47 3.62
H 8.79 -0.56 1.40
H 7.18 0.26 1.33
H 8.66 1.39 -0.16
H 8.19 2.45 1.04
H 10.85 0.81 0.95
H 10.73 2.57 0.70
H 11.59 2.07 2.93
H 10.13 3.00 3.05
H 10.34 -0.06 3.41
H 9.88 1.14 4.62
H 6.41 1.48 3.04
H 7.66 2.69 3.25
H 7.27 1.77 4.66
C 2.60 -2.03 -6.33
C 4.01 -2.53 -6.08
C 3.96 -3.53 -4.91
N 5.40 -4.01 -4.48
C 5.08 -4.95 -3.25
C 6.24 -5.89 -2.83
C 6.90 -6.59 -4.11
C 7.40 -5.54 -5.10
C 6.17 -4.71 -5.66
C 6.28 -2.91 -3.94
H 2.63 -1.33 -7.17
H 2.30 -1.44 -5.46
H 1.90 -2.83 -6.53
H 4.50 -1.59 -5.82
H 4.49 -2.91 -6.99
H 3.38 -4.43 -5.12
H 3.62 -3.00 -4.03
H 4.32 -5.70 -3.49
H 4.72 -4.40 -2.38
H 5.81 -6.62 -2.15
H 7.06 -5.33 -2.37
H 6.25 -7.35 -4.56
H 7.76 -7.23 -3.92
H 8.00 -5.89 -5.93
H 8.21 -4.96 -4.68
H 5.40 -5.38 -6.05
H 6.30 -3.96 -6.45
H 7.13 -3.34 -3.42
H 5.70 -2.43 -3.14
H 6.46 -2.20 -4.75

Values from the calculation:
F_max: 2.87 eV Å⁻¹
electronic energy: -71039.8700 eV
total charge: +5
frontier orbital gap: 4.72 eV
spin multiplicity: 1
HOMO energy: -11.41 eV

---

Entry 4:
The following is a quantum chemistry calculation of C27H52IrP2Si as an isolated structure at a distorted geometry, from OMol25.

Positions of all 83 atoms, in Å:
Ir 0.43 1.16 -1.76
C -0.80 -2.51 2.52
C 0.47 -2.56 1.88
C 0.75 -1.60 3.95
C -0.62 -1.92 3.80
C 1.43 -1.99 2.77
C -2.08 -2.93 1.92
H -1.96 -3.87 1.36
H -2.48 -2.18 1.21
H -2.84 -3.10 2.70
C -1.69 -1.65 4.78
H -2.43 -2.46 4.78
H -2.22 -0.71 4.55
H -1.28 -1.57 5.79
C 1.37 -0.93 5.11
H 0.84 -1.19 6.04
H 1.34 0.17 5.01
H 2.42 -1.22 5.22
C 2.87 -1.80 2.49
H 3.46 -1.98 3.40
H 3.09 -0.77 2.16
H 3.21 -2.49 1.71
C 0.72 -3.06 0.52
H 1.76 -3.40 0.42
H 0.55 -2.28 -0.24
H 0.06 -3.91 0.28
C -1.27 1.39 -2.56
C -1.88 0.01 -2.58
C -1.26 -1.01 -3.49
C 0.16 -1.46 -3.14
C 1.11 -0.36 -2.72
C 1.27 0.89 -3.49
C 0.33 1.36 -4.58
C -1.00 1.90 -4.00
H -1.26 -0.63 -4.53
H 0.58 -1.99 -4.02
H -1.89 -1.90 -3.52
H -1.84 1.61 -4.64
H -1.88 2.08 -1.98
H -2.90 0.20 -2.99
H -0.98 3.00 -3.97
H 0.83 2.19 -5.10
H 2.32 1.18 -3.62
H 0.19 0.58 -5.34
H 0.12 -2.21 -2.34
H 2.05 -0.76 -2.35
P -3.39 -1.12 -1.22
C -4.93 -0.20 -1.53
C -3.71 -2.69 -2.09
P 3.74 2.52 0.03
C 2.07 2.55 -1.08
C 4.09 0.80 -0.50
C 4.81 3.43 -1.14
H -4.95 0.64 -0.82
H -5.76 -0.89 -1.31
H -4.98 0.18 -2.56
H -2.79 -3.29 -2.07
H -4.06 -2.54 -3.12
H -4.47 -3.19 -1.47
H 4.59 3.16 -2.18
H 5.85 3.19 -0.89
H 4.64 4.51 -0.99
H 1.50 3.39 -0.64
H 2.42 2.91 -2.07
H 4.81 0.37 0.21
H 4.51 0.76 -1.51
H 3.17 0.20 -0.48
C -0.82 3.58 0.82
Si -0.36 1.88 1.44
C 1.29 1.87 2.35
C -1.72 1.31 2.61
C -0.19 0.56 0.06
H -0.26 4.34 1.38
H -1.89 3.75 1.00
H -0.62 3.71 -0.25
H 1.10 1.84 3.43
H 1.87 0.98 2.09
H 1.89 2.75 2.12
H -2.18 0.37 2.29
H -1.32 1.16 3.63
H -2.50 2.08 2.67
H 0.51 -0.22 0.42
H -1.16 0.05 -0.06

Values from the calculation:
F_max: 9.24 eV Å⁻¹
electronic energy: -58113.3262 eV
total charge: +2
frontier orbital gap (alpha / beta): 7.16 / 4.09 eV
<S²>: 8.77
spin multiplicity: 6
HOMO energy (alpha / beta): -12.45 / -13.10 eV

---

Entry 5:
The following is a quantum chemistry calculation of C6H12O as an isolated structure at a distorted geometry, from OMol25.

Positions of all 19 atoms, in Å:
C 0.53 0.64 2.20
O 0.86 0.11 0.97
C 0.12 -0.90 0.32
C -1.37 -0.70 -0.11
C -0.96 -0.82 -1.60
C 0.51 -0.67 -1.12
C 0.88 1.21 -0.85
H 0.91 -0.03 2.97
H -0.55 0.81 2.31
H 1.05 1.61 2.28
H 0.34 -1.83 0.87
H -2.07 -1.46 0.25
H -1.75 0.29 0.14
H -1.28 -0.03 -2.29
H -1.30 -1.77 -2.05
H 1.28 -1.32 -1.62
H 0.87 1.43 -1.89
H 0.10 1.83 -0.34
H 1.82 1.61 -0.39

Values from the calculation:
F_max: 1.78 eV Å⁻¹
electronic energy: -8460.0538 eV
total charge: 0
frontier orbital gap: 10.05 eV
spin multiplicity: 1
HOMO energy: -8.99 eV

---

Entry 6:
The following is a quantum chemistry calculation of a 3-piece molecular cluster, C5H9NO2 overall at a distorted geometry, from OMol25.

Positions of all 17 atoms, in Å:
C -2.01 -0.28 -0.43
C 0.17 0.50 -0.12
C 0.27 -0.58 0.63
C 2.55 0.74 0.23
C 0.37 -1.63 1.38
O -2.62 0.63 0.42
O -2.21 -0.04 -1.78
N 2.98 0.72 -0.95
H -3.58 0.65 0.24
H -1.97 0.88 -1.97
H -2.22 -1.33 -0.23
H 3.97 0.98 -1.07
H 0.45 0.47 -1.17
H -0.16 1.44 0.31
H 3.15 1.01 1.12
H 1.31 -1.87 1.87
H -0.47 -2.29 1.52

Values from the calculation:
F_max: 1.47 eV Å⁻¹
electronic energy: -10908.2514 eV
total charge: 0
frontier orbital gap (alpha / beta): 7.05 / 7.82 eV
spin multiplicity: 1
HOMO energy (alpha / beta): -6.47 / -7.10 eV

---

Asked for ΔE to the lowest compared entry with this formula, charge and spin across the records above, the calculation gives 315.8; 68.8; 25.5; 509.4; 414.9; 803.2 kJ/mol in order.